[1]
Density functional theory data (the ωB97M-V functional and the def2-TZVPD basis) for a molecular structure, C39H37IrN3OS4Sb.

CARTESIAN COORDINATES (ANGSTROEM)
Ir 0.4612 -0.2749 -1.6424
C -2.1810 -1.8450 -1.1939
N -1.2414 -1.5147 -2.2828
C -0.5683 -2.7673 -2.7303
C 0.6774 -2.4591 -3.5335
N 1.6588 -1.7507 -2.6715
C 2.3548 -2.7236 -1.7920
C 2.7193 -1.0631 -3.4225
C 3.2620 -1.6241 -4.5669
C 4.3290 -1.0087 -5.2038
C 4.8578 0.1586 -4.6705
C 4.3155 0.7132 -3.5240
C 3.2300 0.1164 -2.8824
S 2.5005 0.8630 -1.4668
C -1.9543 -0.9184 -3.4335
C -3.1542 -1.4745 -3.8715
C -3.8105 -0.9650 -4.9768
C -3.2555 0.1100 -5.6621
C -2.0601 0.6539 -5.2430
C -1.3842 0.1501 -4.1230
S 0.1446 0.8459 -3.6601
H -2.9206 -2.5823 -1.5115
H -2.6643 -0.9352 -0.8528
H -1.6021 -2.2626 -0.3768
H -1.2613 -3.3691 -3.3255
H -0.3166 -3.3341 -1.8327
H 0.4411 -1.8059 -4.3729
H 1.1001 -3.3917 -3.9201
H 2.9092 -3.4335 -2.4112
H 1.6409 -3.2500 -1.1625
H 3.0409 -2.1795 -1.1479
H 2.8532 -2.5401 -4.9750
H 4.7391 -1.4369 -6.1085
H 5.6887 0.6501 -5.1604
H 4.7092 1.6391 -3.1239
H -3.5889 -2.3178 -3.3526
H -4.7462 -1.4018 -5.2988
H -3.7611 0.5245 -6.5250
H -1.6228 1.4912 -5.7721
O -1.7329 -0.6251 1.5533
N -1.1691 -1.7398 1.9485
C -1.8933 -2.5457 2.7631
C -1.3926 -3.7240 3.2396
C -0.0928 -4.0910 2.8884
C 0.6265 -3.2658 2.0591
C 0.0901 -2.0719 1.5517
S 1.0860 -1.0149 0.5914
H -2.8754 -2.1577 2.9858
H -2.0053 -4.3345 3.8862
H 0.3438 -5.0074 3.2606
H 1.6382 -3.5073 1.7661
S -0.8801 1.4074 -0.6949
Sb -0.4235 1.4098 1.6218
C 0.2595 0.4543 3.4131
C 1.6203 0.2635 3.6241
C 2.0663 -0.3357 4.7925
C 1.1549 -0.7447 5.7588
C -0.2031 -0.5529 5.5531
C -0.6490 0.0460 4.3800
C -2.1620 2.3703 2.3658
C -3.2917 2.4555 1.5592
C -4.4301 3.1053 2.0172
C -4.4475 3.6743 3.2819
C -3.3232 3.5939 4.0918
C -2.1855 2.9440 3.6349
C 1.0301 2.9773 1.7138
C 1.4492 3.4507 2.9560
C 2.3497 4.5020 3.0408
C 2.8499 5.0785 1.8806
C 2.4399 4.6098 0.6421
C 1.5240 3.5683 0.5571
H 2.3353 0.5735 2.8704
H 3.1275 -0.4805 4.9508
H 1.5056 -1.2115 6.6705
H -0.9186 -0.8727 6.3007
H -1.7134 0.1820 4.2135
H -3.2810 2.0120 0.5708
H -5.3039 3.1694 1.3812
H -5.3351 4.1827 3.6366
H -3.3308 4.0376 5.0794
H -1.3162 2.8870 4.2797
H 1.0838 2.9953 3.8695
H 2.6647 4.8685 4.0100
H 3.5588 5.8945 1.9449
H 2.8287 5.0547 -0.2652
H 1.1832 3.2286 -0.4126

Atoms 1-3, force components in eV/Å:
Ir 0.02 -0.04 0.16
C 0.05 0.02 0.04
N -0.02 0.08 -0.09

Summary:
Net charge: 0
Electronic energy, Ha: -3685.21822
Lowest unoccupied orbital energy, eV: 0.02



[2]
Density functional theory data (the ωB97M-V functional and the def2-TZVPD basis) for a molecular structure, C39H38AsN5ORuS2Si.

CARTESIAN COORDINATES (ANGSTROEM)
Ru -0.5034 -0.9449 0.0855
N -2.2797 0.1766 3.9498
C -1.8430 0.0479 2.6590
S -0.7839 -1.3288 2.3296
N -2.1868 0.9034 1.7684
N -1.7269 0.6101 0.5113
C -1.8115 1.5786 -0.4529
C -2.2497 2.9577 -0.1782
C -1.4672 4.0186 -0.6415
C -1.8389 5.3317 -0.3999
C -3.0045 5.6036 0.3013
C -3.7941 4.5560 0.7581
C -3.4204 3.2424 0.5275
C -1.4171 1.1625 -1.7496
C -1.6753 1.8866 -2.9355
C -1.2509 1.3899 -4.1374
C -0.5651 0.1628 -4.1878
C -0.3612 -0.5153 -3.0129
N -0.7644 -0.0387 -1.8257
H -2.2171 -0.6376 4.5365
H -3.0977 0.7492 4.0830
H -0.5541 3.8089 -1.1863
H -1.2162 6.1404 -0.7605
H -3.3001 6.6273 0.4892
H -4.7084 4.7647 1.2981
H -4.0326 2.4318 0.8952
H -2.2224 2.8162 -2.8770
H -1.4564 1.9351 -5.0493
H -0.2136 -0.2533 -5.1201
H 0.1491 -1.4693 -2.9873
C -1.3620 -7.1269 -2.7622
Si -1.0568 -6.4932 -1.0310
C -1.8014 -7.6445 0.2384
C 0.7744 -6.3238 -0.7217
C -2.0365 -4.8612 -0.8995
C -3.4252 -4.9660 -1.0489
C -4.2554 -3.8621 -0.9724
C -3.6785 -2.6215 -0.7490
N -2.3676 -2.4823 -0.6188
C -1.5774 -3.5634 -0.6822
S 0.1156 -3.1061 -0.4304
H -0.8906 -8.1021 -2.9009
H -0.9485 -6.4472 -3.5099
H -2.4276 -7.2431 -2.9692
H -1.3152 -8.6212 0.1884
H -2.8698 -7.8031 0.0823
H -1.6646 -7.2560 1.2495
H 1.2130 -7.3231 -0.7902
H 0.9967 -5.9308 0.2709
H 1.2716 -5.6923 -1.4581
H -3.8689 -5.9400 -1.2244
H -5.3266 -3.9542 -1.0830
H -4.2709 -1.7170 -0.6788
O 1.5317 -0.1631 -0.0426
As 2.2411 1.1922 0.6492
C 2.0378 2.6559 -0.5631
C 2.1849 3.9725 -0.1380
C 2.0795 5.0026 -1.0607
C 1.8275 4.7147 -2.3961
C 1.6797 3.3991 -2.8151
C 1.7859 2.3626 -1.8990
C 4.0917 0.7947 0.8913
C 4.5657 -0.4405 0.4695
C 5.9121 -0.7393 0.6274
C 6.7673 0.1908 1.1995
C 6.2866 1.4251 1.6197
C 4.9441 1.7312 1.4672
C 1.5137 1.7033 2.3332
C 2.0585 1.1728 3.5000
C 1.5103 1.5180 4.7241
C 0.4263 2.3857 4.7793
C -0.1166 2.9087 3.6151
C 0.4255 2.5680 2.3853
H 2.3669 4.1992 0.9060
H 2.1924 6.0289 -0.7373
H 1.7469 5.5208 -3.1136
H 1.4805 3.1786 -3.8556
H 1.6682 1.3321 -2.2125
H 3.8831 -1.1537 0.0251
H 6.2925 -1.6988 0.3037
H 7.8161 -0.0456 1.3205
H 6.9576 2.1464 2.0662
H 4.5682 2.6920 1.8004
H 2.9054 0.4986 3.4542
H 1.9289 1.1118 5.6351
H 0.0012 2.6524 5.7380
H -0.9687 3.5743 3.6557
H -0.0069 2.9747 1.4785

Atoms 1-3, force components in eV/Å:
Ru -0.06 -0.04 0.03
N 0.01 0.01 0.02
C -0.06 -0.05 -0.02

Summary:
Spin multiplicity: 6
Net charge: +1
Electronic energy, Ha: -5274.31650
Lowest unoccupied orbital energy (spin up / spin down), eV: -2.39 / -4.62
⟨S²⟩: 8.792